Entry 1:
A structure of composition C22H28BIN10OTi. Source: the Open Molecules 2025 dataset; level of theory: the ωB97M-V functional and the def2-TZVPD basis.

Values from the calculation:
charge	-2
maximum force	1.592	eV/A
energy above the lowest of the compared OMol25 structures with the same formula, charge and spin	0.000	eV
LUMO (spin up / spin down)	4.1 / 4.1	eV
HOMO (spin up / spin down)	-0.904 / -1.789	eV
multiplicity	3
HOMO-LUMO gap (spin up / spin down)	5.008 / 5.872	eV

Geometry (Å):
Ti (0.89550, 0.50815, -0.56060)
C (0.59044, -0.10578, 4.24042)
N (1.92340, -0.14651, 3.63979)
C (2.94851, 0.57195, 4.41156)
C (1.97587, 0.01783, 2.27387)
N (0.97917, 0.15574, 1.49606)
N (3.29062, -0.04088, 1.79114)
C (3.74012, 0.14433, 0.50458)
N (5.12699, 0.14875, 0.44009)
N (2.97920, 0.28397, -0.50045)
H (0.68353, -0.41033, 5.28174)
H (-0.07173, -0.81185, 3.74590)
H (0.14951, 0.89585, 4.19829)
H (2.58422, 0.69598, 5.42825)
H (3.15361, 1.56208, 3.99121)
H (3.87907, -0.00353, 4.47424)
H (0.08507, 0.08291, 1.96826)
H (4.00349, 0.05665, 2.48924)
H (5.56580, -0.53033, 1.04412)
H (5.46281, 0.05716, -0.50612)
H (3.48624, 0.38578, -1.37164)
I (2.60984, 3.42954, 1.62994)
C (1.03009, 2.51131, -0.86335)
H (1.77939, 2.92723, -1.54253)
H (0.23910, 3.24923, -0.71779)
B (1.47350, 0.09706, -5.39716)
C (1.26236, 0.24596, -3.82764)
N (1.14320, 0.34306, -2.68318)
H (1.10437, -1.02217, -5.72017)
H (2.66440, 0.24195, -5.63033)
H (0.81480, 0.95399, -5.95511)
N (0.66012, -3.47251, -2.08498)
C (0.38454, -2.79621, -0.91429)
O (1.13248, -1.84415, -0.60629)
C (-0.68619, -3.29509, -0.12026)
C (-1.55303, -4.29977, -0.62871)
N (-2.24149, -5.11112, -1.08411)
C (-0.94870, -2.76121, 1.16680)
N (-1.15722, -2.38537, 2.23965)
H (1.20496, -2.91873, -2.73077)
H (-0.11254, -3.96539, -2.50804)
C (-3.26845, 1.64062, 3.06075)
C (-3.79709, 0.66443, 2.21480)
C (-3.15347, 0.31860, 1.04168)
C (-1.94311, 0.92805, 0.65577)
C (-1.42242, 1.90416, 1.51914)
C (-2.07618, 2.24922, 2.69910)
N (-1.25763, 0.55429, -0.50653)
C (-2.07076, 0.33011, -1.62636)
C (-3.19535, 1.13223, -1.89316)
C (-3.98680, 0.92890, -3.01253)
C (-3.68682, -0.08170, -3.92125)
C (-2.57195, -0.87306, -3.67997)
C (-1.78683, -0.67600, -2.55332)
H (-3.78108, 1.91941, 3.97432)
H (-4.71930, 0.16015, 2.48317)
H (-3.56725, -0.45740, 0.40930)
H (-0.49157, 2.39629, 1.25560)
H (-1.64441, 3.02014, 3.32909)
H (-3.43001, 1.93734, -1.20753)
H (-4.84152, 1.57476, -3.18430)
H (-4.30491, -0.24224, -4.79647)
H (-2.30670, -1.66058, -4.37641)
H (-0.93178, -1.31328, -2.38651)


Entry 2:
A structure of composition C10H32FeN2O13V. Source: the Open Molecules 2025 dataset; level of theory: the ωB97M-V functional and the def2-TZVPD basis.

Values from the calculation:
charge	+2
maximum force	16.826	eV/A
energy above the lowest of the compared OMol25 structures with the same formula, charge and spin	9.796	eV
LUMO (spin up / spin down)	-8.7 / -8.9	eV
HOMO (spin up / spin down)	-13.871 / -13.871	eV
multiplicity	8
HOMO-LUMO gap (spin up / spin down)	5.192 / 5.011	eV

Geometry (Å):
V (3.45333, 0.77516, 2.01331)
Fe (3.11941, -1.18851, -0.95309)
C (1.41226, -0.77551, 1.22449)
O (1.92909, -0.58320, 2.26781)
O (1.97596, -1.64118, 0.59155)
O (1.91933, 0.02944, 0.48295)
C (5.27607, -0.88693, 0.69623)
O (4.81443, -1.71161, -0.04906)
O (4.89568, -0.75467, 1.83896)
O (4.56964, 0.07254, 0.34332)
O (3.72481, 0.35233, 4.19228)
H (3.29568, -0.34970, 4.68140)
H (4.63874, 0.31764, 4.47470)
O (2.03668, 2.06964, 3.15115)
H (1.41061, 2.74740, 2.89641)
H (1.97584, 2.03330, 4.10573)
O (2.51971, -3.69101, 2.68810)
H (2.41503, -3.08107, 1.95786)
H (2.36139, -3.16019, 3.46874)
O (1.45184, -0.51293, -2.25482)
H (1.22517, -0.77686, -3.14655)
H (0.87848, 0.23136, -2.07175)
O (3.04348, 2.53974, 0.79788)
H (2.12967, 2.77596, 0.63854)
H (3.54821, 3.23393, 0.37412)
C (-2.00865, -2.92568, -2.44490)
C (-1.10046, -2.47387, -1.25674)
C (-1.95924, -2.39898, 0.02175)
O (-3.24782, -1.87412, -0.18690)
C (-4.29494, -1.98623, 0.79559)
N (-0.00120, -3.48993, -1.17801)
H (-2.71267, -3.75300, -2.35554)
H (-1.44205, -3.07356, -3.36424)
H (-2.55979, -2.01809, -2.69113)
H (-0.65418, -1.50557, -1.48327)
H (-1.63839, -1.63958, 0.73481)
H (-2.05994, -3.42529, 0.37480)
H (-3.84212, -1.55136, 1.68662)
H (-4.49128, -3.03381, 1.02389)
H (-5.15977, -1.46619, 0.38358)
H (0.53280, -3.19497, -0.37307)
H (0.57844, -3.37134, -1.99658)
C (-0.89952, 2.65206, -0.10932)
C (-1.48268, 1.74090, -1.22836)
C (-2.58064, 2.32710, -2.10022)
O (-3.70328, 2.57150, -1.19269)
C (-3.91891, 3.97542, -1.12083)
N (-0.32309, 1.37710, -1.98927)
H (-1.60517, 2.96368, 0.66078)
H (-0.48390, 3.58332, -0.49414)
H (-0.02629, 2.14056, 0.29556)
H (-1.87029, 0.79889, -0.84044)
H (-2.75996, 1.52100, -2.81166)
H (-2.12850, 3.14518, -2.66095)
H (-2.98958, 4.47486, -0.84696)
H (-4.73614, 4.13504, -0.41744)
H (-4.01559, 4.32938, -2.14721)
H (0.22215, 2.20620, -2.17744)
H (-0.65788, 1.17427, -2.92033)


Entry 3:
A structure of composition C25H25N7OS3Y. Source: the Open Molecules 2025 dataset; level of theory: the ωB97M-V functional and the def2-TZVPD basis.

Values from the calculation:
charge	+3
maximum force	0.238	eV/A
energy above the lowest of the compared OMol25 structures with the same formula, charge and spin	0.000	eV
LUMO	-9.6	eV
HOMO	-15.123	eV
HOMO-LUMO gap	5.480	eV

Geometry (Å):
Y (1.30645, 0.37577, 0.38730)
C (-0.95834, 3.35716, 0.21502)
C (0.13128, 3.40359, 1.23353)
N (1.02961, 2.44079, 1.39981)
C (1.90600, 2.73001, 2.44269)
C (1.66732, 3.92229, 3.03877)
S (0.32589, 4.69232, 2.31240)
C (2.92586, 1.73312, 2.78622)
C (3.85362, 1.80166, 3.77112)
S (4.79281, 0.37538, 3.80251)
C (3.91572, -0.26144, 2.50163)
N (2.96717, 0.54766, 2.05330)
C (4.18722, -1.61750, 1.93835)
H (-0.88051, 2.45652, -0.40042)
H (-0.91014, 4.21676, -0.45361)
H (-1.93739, 3.35677, 0.69764)
H (2.19189, 4.38129, 3.86142)
H (4.02979, 2.59992, 4.47425)
H (5.23246, -1.72519, 1.64777)
H (3.57365, -1.81002, 1.05408)
H (3.97368, -2.39675, 2.67110)
C (-2.71657, -3.34103, -4.17932)
C (-2.99955, -2.29841, -3.13599)
C (-3.69239, -2.61825, -1.97114)
C (-4.04047, -1.65533, -1.03402)
C (-3.65866, -0.33561, -1.23754)
N (-3.99796, 0.72914, -0.35582)
C (-4.29309, 0.74158, 0.97604)
O (-4.82967, 1.67032, 1.52072)
N (-3.94336, -0.41946, 1.73390)
C (-2.65838, -0.86304, 1.93378)
C (-2.38440, -1.73929, 2.99460)
C (-1.09857, -2.17181, 3.24105)
C (-0.07165, -1.72019, 2.43059)
N (-0.32170, -0.89617, 1.40297)
C (-1.57370, -0.47837, 1.14387)
C (-2.95099, 0.00549, -2.38795)
C (-2.64357, -0.96618, -3.32917)
H (-2.49891, -4.30887, -3.72958)
H (-1.87336, -3.05674, -4.80831)
H (-3.58371, -3.46761, -4.82936)
H (-4.01246, -3.63960, -1.80435)
H (-4.63984, -1.93777, -0.18140)
H (-4.27974, 1.59067, -0.80273)
H (-4.53010, -0.45760, 2.55899)
H (-3.19562, -2.07527, 3.62968)
H (-0.89229, -2.84485, 4.06100)
H (0.95850, -2.01288, 2.59401)
H (-1.71421, 0.17145, 0.28598)
H (-2.69581, 1.04299, -2.57927)
H (-2.13969, -0.67484, -4.24350)
S (0.54595, 0.16839, -2.23105)
C (2.23279, 0.25160, -2.45503)
N (2.77429, 0.24258, -3.70147)
C (4.10186, 0.30799, -3.92696)
C (4.95968, 0.38907, -2.86104)
C (4.38516, 0.39064, -1.59532)
N (3.06829, 0.31940, -1.39537)
H (2.13618, 0.18417, -4.49051)
H (4.41407, 0.29219, -4.96351)
H (6.02752, 0.44865, -3.00579)
H (5.00208, 0.45278, -0.70658)


Entry 4:
A structure of composition C6H11CeO4. Source: the Open Molecules 2025 dataset; level of theory: the ωB97M-V functional and the def2-TZVPD basis.

Values from the calculation:
charge	+2
maximum force	5.180	eV/A
energy above the lowest of the compared OMol25 structures with the same formula, charge and spin	0.460	eV
LUMO (spin up / spin down)	-8.8 / -8.9	eV
HOMO (spin up / spin down)	-16.517 / -17.442	eV
multiplicity	2
HOMO-LUMO gap (spin up / spin down)	7.688 / 8.562	eV

Geometry (Å):
O (-1.51544, 0.05507, 0.41957)
C (-1.77272, -1.31946, 0.10317)
C (-0.54252, -2.06953, 0.55299)
O (0.60174, -1.38179, 0.07453)
C (1.85390, -1.76826, 0.65838)
C (2.88640, -0.68916, 0.35070)
O (2.35650, 0.58209, 0.53114)
Ce (0.61239, 0.88714, 0.02912)
H (-1.94659, -1.40641, -0.97790)
H (-2.65610, -1.68287, 0.64336)
H (-0.56907, -3.10208, 0.17766)
H (-0.50521, -2.07099, 1.65420)
H (2.14605, -2.74912, 0.25590)
H (1.70389, -1.81686, 1.74976)
H (3.26176, -0.84907, -0.68070)
H (3.75003, -0.86836, 1.01927)
C (-0.76235, 2.50462, 0.38058)
O (-2.02184, 2.29760, 0.40412)
C (-2.55857, 0.96059, 0.44286)
H (-0.61254, 3.59530, 0.43853)
H (-3.12689, 0.90833, 1.37956)
H (-3.20602, 0.84147, -0.43460)


Entry 5:
A cluster of 2 separate species, C2H3O4S2 in total. Source: the Open Molecules 2025 dataset; level of theory: the ωB97M-V functional and the def2-TZVPD basis.

Values from the calculation:
charge	-1
maximum force	2.036	eV/A
energy above the lowest of the compared OMol25 structures with the same formula, charge and spin	1.839	eV
LUMO	3.3	eV
HOMO	-4.362	eV
HOMO-LUMO gap	7.711	eV

Geometry (Å):
C (-2.09174, 0.58926, -0.73842)
C (1.10800, -1.01338, 0.55035)
O (-2.76408, 0.01279, 0.01564)
O (1.91734, 1.49123, 0.72318)
O (-0.38209, 1.07948, 0.13542)
O (0.67897, -1.05582, -0.79339)
S (-1.83009, 1.22298, -2.15169)
S (0.77429, 0.71320, 1.16039)
H (2.21320, -1.15397, 0.63589)
H (0.39358, -1.59007, 1.26752)
H (-0.01738, -0.29571, -0.80490)


Entry 6:
A structure of composition C20H50InN2O4Si2. Source: the Open Molecules 2025 dataset; level of theory: the ωB97M-V functional and the def2-TZVPD basis.

Values from the calculation:
charge	+1
maximum force	2.211	eV/A
energy above the lowest of the compared OMol25 structures with the same formula, charge and spin	0.584	eV
LUMO (spin up / spin down)	-4.9 / -4.9	eV
HOMO (spin up / spin down)	-11.295 / -11.294	eV
HOMO-LUMO gap (spin up / spin down)	6.388 / 6.386	eV

Geometry (Å):
O (1.22207, -3.12677, -2.83193)
O (0.70626, -5.31174, -1.38659)
C (1.05046, -2.40865, -4.05689)
C (1.23918, -0.90276, -4.00076)
H (0.02846, -2.64280, -4.38911)
H (1.74086, -2.84508, -4.79544)
H (0.73135, -0.43806, -3.14793)
H (0.82519, -0.46453, -4.91515)
H (2.30488, -0.64299, -3.96834)
C (2.23507, -2.64030, -1.92111)
C (3.59995, -3.20249, -2.21831)
H (1.90278, -2.94171, -0.91501)
H (2.22597, -1.53831, -1.94407)
H (3.61752, -4.28351, -2.05741)
H (4.32676, -2.76153, -1.53249)
H (3.91597, -2.97699, -3.24247)
C (1.02515, -6.11918, -0.23963)
C (0.66983, -6.02819, -2.63715)
C (2.18011, -5.52176, 0.52531)
H (1.27250, -7.14556, -0.56132)
H (0.12902, -6.16970, 0.39607)
H (3.10392, -5.56914, -0.06077)
H (2.33139, -6.09473, 1.44362)
H (1.99153, -4.47729, 0.79811)
C (2.04491, -6.47652, -3.05863)
H (0.24911, -5.32586, -3.36028)
H (-0.02450, -6.88396, -2.55206)
H (2.66082, -5.60327, -3.28178)
H (1.96178, -7.07591, -3.96555)
H (2.52905, -7.07493, -2.28272)
H (0.01523, -3.64664, -1.41482)
In (-1.75319, -0.99083, 0.57447)
C (-0.83837, -3.09551, -0.82510)
Si (-2.47938, -3.97784, -1.24455)
H (-0.54720, -3.22723, 0.23075)
H (-0.72480, -2.07033, -1.22714)
C (-2.57417, -4.02212, -3.11545)
C (-4.12547, -3.32457, -0.57913)
C (-2.48317, -5.73537, -0.58450)
C (-2.88359, 0.07435, -1.01269)
Si (-3.69321, 1.69560, -0.51940)
H (-3.57261, -0.66382, -1.45837)
H (-2.12353, 0.28781, -1.78923)
C (-5.53432, 1.40592, -0.27365)
C (-3.45070, 2.99152, -1.86653)
C (-2.96805, 2.40808, 1.06038)
H (-3.47639, -6.17907, -0.73782)
H (-2.27881, -5.74759, 0.49096)
H (-1.74733, -6.38356, -1.07115)
H (-2.97537, -3.07786, -3.50687)
H (-3.23906, -4.83715, -3.43388)
H (-1.59042, -4.18485, -3.57244)
H (-4.17288, -2.24921, -0.37930)
H (-4.36813, -3.85292, 0.35245)
H (-4.90982, -3.56220, -1.31432)
H (-3.77052, 2.61189, -2.84704)
H (-2.39666, 3.29360, -1.94039)
H (-4.04685, 3.88638, -1.63632)
H (-2.00449, 2.90136, 0.86871)
H (-2.80810, 1.65172, 1.84164)
H (-3.66192, 3.16576, 1.45879)
H (-6.05494, 2.36046, -0.10580)
H (-5.71585, 0.75784, 0.59576)
H (-5.97294, 0.92919, -1.16244)
C (0.68172, 0.77174, 3.88126)
C (0.12587, 0.42784, 2.55753)
N (-0.87862, -0.43805, 2.60038)
O (-1.10619, -0.78664, 3.94732)
C (0.56908, 0.89881, 1.29178)
C (1.59152, 1.95603, 1.10004)
N (0.00373, 0.30906, 0.21152)
O (0.38037, 0.60755, -0.96882)
H (1.07357, -0.11885, 4.38819)
H (-0.08024, 1.23065, 4.52189)
H (1.50161, 1.48509, 3.75624)
H (-1.81749, -1.45023, 3.95090)
H (2.13557, 1.77753, 0.16475)
H (1.13763, 2.95888, 1.03356)
H (2.29254, 1.95960, 1.94158)